ORCA calculation (wB97M-V/def2-TZVPD) on C11H12MgN7S4SbSe as an isolated structure in a non-equilibrium geometry.

Charge: -1
Spin multiplicity: 2
DFT total energy: -142705.3442 eV
Energy relative to the best compared isomer or geometry (same formula, charge and spin): 26.3 kcal/mol
Lowest unoccupied orbital energy (alpha / beta): 0.879 / 0.878 eV
Gap between HOMO and LUMO (alpha / beta): 5.06 / 5.00 eV
<S²>: 0.761

The geometry in XYZ format:
```
37
C11H12MgN7S4SbSe, DFT wB97M-V/def2-TZVPD
Mg 2.326 0.827 -0.004
S 5.147 -2.671 -1.890
Sb 4.334 -1.979 0.149
S 4.688 0.377 0.542
S 2.067 -1.373 -0.518
S 1.996 3.271 -0.673
C 3.238 4.386 -0.301
N 2.818 5.458 0.429
C 3.528 6.614 0.554
C 4.804 6.718 0.063
C 5.288 5.481 -0.435
N 4.549 4.375 -0.597
H 1.800 5.436 0.662
H 3.089 7.332 1.214
H 5.423 7.612 -0.041
H 6.269 5.382 -0.811
N -4.068 1.090 1.107
C -2.977 1.456 0.863
N -1.829 2.053 0.527
C -0.744 1.444 0.285
N 0.329 1.079 0.012
C -1.411 -5.628 -0.746
N -2.587 -4.880 -0.370
C -3.801 -5.447 0.020
C -4.599 -4.435 0.415
N -3.927 -3.260 0.224
C -4.536 -1.954 0.480
C -2.688 -3.487 -0.311
Se -1.472 -2.255 -0.787
H -0.567 -5.243 -0.154
H -1.185 -5.501 -1.803
H -1.505 -6.681 -0.519
H -4.069 -6.476 -0.040
H -5.575 -4.331 0.906
H -5.392 -1.786 -0.244
H -3.860 -1.135 0.266
H -4.898 -1.870 1.528
```

ORCA calculation (wB97M-V/def2-TZVPD) on an isolated ion of composition C11H12N and charge +1 in a non-equilibrium geometry.

Charge: +1
DFT total energy: -13078.7088 eV
SMILES: C=C=C1C[N+](=C)C(=C)C(=C)C1=C
Energy relative to the best compared isomer or geometry (same formula, charge and spin): 134.3 kcal/mol
Lowest unoccupied orbital energy: -5.148 eV
Gap between HOMO and LUMO: 7.21 eV

The geometry in XYZ format:
```
24
C11H12N, DFT wB97M-V/def2-TZVPD
C -0.609 -0.980 -0.317
C 0.779 -0.815 -0.946
C -1.161 0.288 0.490
C 1.476 0.234 -0.287
C -2.363 0.736 0.135
C -1.271 -2.177 -0.270
C 0.972 -1.281 -2.187
C -0.144 0.858 1.434
C 2.249 1.141 -0.891
C -3.594 1.138 -0.145
C 2.263 0.269 1.880
N 1.269 0.429 1.021
H -2.290 -2.236 0.219
H -0.953 -3.095 -0.629
H 1.990 -1.122 -2.812
H 0.189 -1.797 -2.624
H -0.193 1.929 1.532
H -0.434 0.541 2.394
H 2.438 2.105 -0.563
H 2.497 0.957 -1.927
H -4.299 0.602 0.427
H -3.878 1.932 -0.701
H 1.899 0.482 2.861
H 3.166 -0.142 1.904
```

ORCA calculation (wB97M-V/def2-TZVPD) on C11H12N2O2 in the gas phase in a non-equilibrium geometry.

DFT total energy: -18671.2661 eV
SMILES: C[C@H]1N=NC(=O)[C@H]2C=CC=CC2=C1CO
Energy relative to the best compared isomer or geometry (same formula, charge and spin): 155.3 kcal/mol
Lowest unoccupied orbital energy: -0.502 eV
Gap between HOMO and LUMO: 7.39 eV

The geometry in XYZ format:
```
27
C11H12N2O2, DFT wB97M-V/def2-TZVPD
C 3.745 -0.235 0.697
C 2.875 -1.298 0.739
C 3.255 1.056 0.372
C 1.507 -1.246 0.356
C 1.953 1.232 0.066
C 0.972 0.117 0.099
C 1.111 -1.677 -1.091
C -1.358 -0.897 0.115
C -0.374 0.169 -0.287
C -2.808 -0.597 0.049
C -0.875 1.518 -0.876
N 0.003 -2.439 -1.005
N -1.061 -2.210 -0.481
O 1.887 -1.610 -1.945
O -2.059 1.432 -1.586
H 4.777 -0.245 0.816
H 3.214 -2.191 1.277
H 3.915 1.881 0.142
H 0.851 -1.957 1.036
H 1.466 2.223 -0.193
H -1.070 -1.185 1.215
H -3.000 -0.296 -1.038
H -2.984 0.228 0.831
H -3.363 -1.465 0.300
H 0.010 1.925 -1.396
H -0.927 2.313 0.041
H -1.746 0.997 -2.424
```

ORCA calculation (wB97M-V/def2-TZVPD) on an isolated ion of composition C11H12N3O2S and charge +1 in a non-equilibrium geometry.

Charge: +1
DFT total energy: -30991.6942 eV
SMILES: Cc1cccc[n+]1-c1ccncc1S(N)(=O)=O
Energy relative to the best compared isomer or geometry (same formula, charge and spin): 43.3 kcal/mol
Lowest unoccupied orbital energy: -4.813 eV
Gap between HOMO and LUMO: 8.56 eV

The geometry in XYZ format:
```
29
C11H12N3O2S, DFT wB97M-V/def2-TZVPD
O 0.386 0.099 -2.222
O -0.137 -2.345 -1.970
N -2.604 -1.444 1.451
C -2.130 -0.682 2.463
C -1.793 -1.517 0.338
C 2.131 3.358 -0.195
C -1.034 0.165 2.299
C 0.839 3.275 -0.576
C 2.561 2.557 0.859
C -0.226 0.197 1.162
C -0.638 -0.763 0.233
C 0.075 2.245 -0.065
C 1.798 1.465 1.318
N 1.594 -1.267 -1.047
N 0.558 1.288 0.819
C 2.427 0.571 2.279
S 0.055 -1.018 -1.373
H -2.715 -0.564 3.393
H -2.266 -1.844 -0.581
H 2.759 4.187 -0.664
H -0.898 0.900 3.096
H 0.472 3.922 -1.391
H 3.675 2.426 1.245
H -0.967 2.194 -0.288
H 2.064 -0.783 -1.742
H 1.619 -2.325 -1.250
H 1.940 0.573 3.311
H 3.400 0.928 2.494
H 2.403 -0.451 1.950
```

ORCA calculation (wB97M-V/def2-TZVPD) on C11H12N4O7S2Yb as an isolated structure in a non-equilibrium geometry.

Charge: -1
Spin multiplicity: 2
DFT total energy: -85099.1949 eV
Lowest unoccupied orbital energy (alpha / beta): 2.117 / 2.102 eV
Gap between HOMO and LUMO (alpha / beta): 5.21 / 5.62 eV
<S²>: 0.762

The geometry in XYZ format:
```
37
C11H12N4O7S2Yb, DFT wB97M-V/def2-TZVPD
Yb 6.833 6.730 6.377
N 4.520 6.368 6.925
C 4.479 5.988 8.348
C 5.399 6.940 9.066
O 5.138 8.060 9.523
N 6.694 6.436 9.031
C 7.433 6.829 10.019
C 9.644 7.582 8.339
O 10.187 7.744 9.356
O 8.914 7.343 7.409
H 3.958 7.203 6.748
H 4.274 5.619 6.242
H 4.816 4.943 8.471
H 3.439 6.040 8.752
H 8.206 6.136 10.350
H 7.278 7.789 10.485
N 4.854 10.084 7.687
C 5.840 10.272 6.791
N 6.457 9.328 6.089
C 7.465 9.880 5.318
C 8.357 9.187 4.459
C 9.452 9.865 3.941
C 9.639 11.232 4.242
C 8.728 11.953 4.984
C 7.631 11.273 5.503
S 6.389 11.931 6.550
H 4.927 9.273 8.353
H 4.542 10.950 8.108
H 8.141 8.136 4.244
H 10.254 9.392 3.391
H 10.532 11.741 3.890
H 8.843 13.020 5.207
O 6.879 6.309 4.077
S 6.521 4.800 4.194
O 5.028 4.679 4.353
O 7.200 4.593 5.567
O 6.943 3.926 3.125
```

ORCA calculation (wB97M-V/def2-TZVPD) on a 2-piece molecular cluster, C11H12NO2 overall in a non-equilibrium geometry.

Charge: -1
DFT total energy: -17185.3444 eV
Energy relative to the best compared isomer or geometry (same formula, charge and spin): 92.9 kcal/mol
Lowest unoccupied orbital energy: 3.264 eV
Gap between HOMO and LUMO: 6.99 eV

The geometry in XYZ format:
```
26
C11H12NO2, DFT wB97M-V/def2-TZVPD
C 2.227 1.738 -2.368
C 0.793 1.400 -3.080
O 1.093 0.776 -4.158
O -0.287 1.538 -2.548
H 2.945 1.111 -2.886
H 2.191 1.579 -1.372
H 2.384 2.837 -2.774
C -3.222 0.280 0.337
C -1.243 -0.845 -1.106
C -1.767 -0.249 0.050
C 0.465 -0.899 0.574
C -0.760 -0.361 1.196
C 1.540 -1.342 1.324
C -0.683 0.040 2.522
C 1.547 -0.977 2.720
C 0.620 -0.097 3.257
N 0.100 -1.229 -0.744
H -1.679 -0.902 -2.105
H 0.816 -1.593 -1.414
H -3.422 0.526 -0.620
H -3.247 0.970 1.136
H 2.263 -2.159 1.005
H -1.582 0.309 2.916
H 2.384 -1.569 3.276
H 0.542 -0.315 4.385
H -4.016 -0.568 0.477
```

- Number 3 is which compound?
  C11H12N2O2

- Among the records above, which one has the lowest DFT total energy?
  C11H12MgN7S4SbSe

- Number 1 is which compound?
  C11H12MgN7S4SbSe

Copy entry 3 word for word.
ORCA calculation (wB97M-V/def2-TZVPD) on C11H12N2O2 in the gas phase in a non-equilibrium geometry.

DFT total energy: -18671.2661 eV
SMILES: C[C@H]1N=NC(=O)[C@H]2C=CC=CC2=C1CO
Energy relative to the best compared isomer or geometry (same formula, charge and spin): 155.3 kcal/mol
Lowest unoccupied orbital energy: -0.502 eV
Gap between HOMO and LUMO: 7.39 eV

The geometry in XYZ format:
```
27
C11H12N2O2, DFT wB97M-V/def2-TZVPD
C 3.745 -0.235 0.697
C 2.875 -1.298 0.739
C 3.255 1.056 0.372
C 1.507 -1.246 0.356
C 1.953 1.232 0.066
C 0.972 0.117 0.099
C 1.111 -1.677 -1.091
C -1.358 -0.897 0.115
C -0.374 0.169 -0.287
C -2.808 -0.597 0.049
C -0.875 1.518 -0.876
N 0.003 -2.439 -1.005
N -1.061 -2.210 -0.481
O 1.887 -1.610 -1.945
O -2.059 1.432 -1.586
H 4.777 -0.245 0.816
H 3.214 -2.191 1.277
H 3.915 1.881 0.142
H 0.851 -1.957 1.036
H 1.466 2.223 -0.193
H -1.070 -1.185 1.215
H -3.000 -0.296 -1.038
H -2.984 0.228 0.831
H -3.363 -1.465 0.300
H 0.010 1.925 -1.396
H -0.927 2.313 0.041
H -1.746 0.997 -2.424
```